[1]
{
  "formula": "C38H23BrCl7N4O4SZr",
  "method": "the ωB97M-V functional and the def2-TZVPD basis",
  "homo_ev": -10.240,
  "de_lowest_ev": 0.462,
  "e_tot_ev": -223745.724,
  "total_charge": 1,
  "multiplicity": 1,
  "homo_lumo_gap_ev": 6.2,
  "symbols": ["Zr", "Br", "C", "C", "C", "C", "O", "C", "C", "N", "C", "C", "C", "C", "C", "C", "C", "C", "N", "C", "C", "H", "H", "H", "H", "H", "H", "H", "H", "H", "H", "Cl", "C", "C", "Cl", "C", "Cl", "C", "O", "C", "O", "C", "Cl", "Cl", "C", "C", "C", "C", "C", "C", "N", "C", "C", "N", "C", "O", "C", "C", "C", "Cl", "S", "C", "C", "C", "Cl", "C", "H", "H", "H", "H", "H", "H", "H", "H", "H", "H", "H", "H", "H"],
  "positions_angstrom": [[-2.1077, 1.4747, 0.2925], [3.0892, 0.9679, 5.8951], [1.6056, 1.0732, 4.7421], [0.3172, 0.9198, 5.2504], [-0.7849, 0.9964, 4.4212], [-0.6238, 1.2119, 3.0536], [-1.6872, 1.3096, 2.2671], [0.6801, 1.3554, 2.5282], [1.0032, 1.5155, 1.1352], [0.2259, 1.4014, 0.1032], [0.7712, 1.5540, -1.2099], [2.1094, 1.5433, -1.5083], [2.5643, 1.8239, -2.8122], [1.6815, 2.1196, -3.8073], [0.2937, 2.0801, -3.5482], [-0.6774, 2.3252, -4.5463], [-2.0061, 2.2379, -4.2445], [-2.3790, 1.8945, -2.9365], [-1.4993, 1.6451, -1.9866], [-0.1665, 1.7447, -2.2611], [1.7854, 1.3014, 3.4009], [0.1781, 0.7448, 6.3107], [-1.7838, 0.8974, 4.8224], [2.0540, 1.7369, 0.9745], [2.8484, 1.3277, -0.7476], [3.6287, 1.8209, -3.0073], [2.0241, 2.3688, -4.8052], [-0.3531, 2.5830, -5.5479], [-2.7754, 2.4277, -4.9795], [-3.4225, 1.8275, -2.6539], [2.7884, 1.4151, 3.0037], [-5.6978, 7.2912, 0.2464], [-5.2573, 5.6335, 0.1547], [-6.2382, 4.6544, 0.0186], [-7.8964, 5.0947, -0.0655], [-5.8773, 3.3052, -0.0555], [-7.0483, 2.0627, -0.2334], [-4.5406, 2.9596, 0.0135], [-4.0923, 1.6767, -0.0573], [-3.5522, 3.9401, 0.1435], [-2.2793, 3.4960, 0.1896], [-3.9074, 5.2767, 0.2152], [-2.6669, 6.4522, 0.3753], [4.4444, -4.2899, -3.6807], [3.3551, -4.1976, -2.3398], [2.0939, -3.6571, -2.5186], [1.2424, -3.5709, -1.4300], [1.6067, -4.0232, -0.1626], [0.6981, -3.9332, 1.0451], [-0.8060, -4.1421, 0.8149], [-1.4838, -2.9810, 0.2364], [-2.0860, -2.8885, -1.0037], [-2.4507, -1.5901, -1.1507], [-2.0767, -0.8922, -0.0155], [-1.5602, -1.7789, 0.8140], [0.8509, -2.7497, 1.8382], [1.4120, -1.5603, 1.2766], [2.9075, -1.4769, 1.2957], [3.6667, -1.5734, 2.4260], [3.0885, -1.7848, 4.0255], [5.3394, -1.3954, 2.1234], [5.0529, -1.1636, 0.4519], [3.7278, -1.2323, 0.1545], [2.8933, -4.5548, -0.0300], [3.4867, -5.0826, 1.5130], [3.7679, -4.6502, -1.1003], [1.7879, -3.3064, -3.4964], [0.2672, -3.1318, -1.5857], [0.9818, -4.7464, 1.7082], [-1.2641, -4.3333, 1.7821], [-1.0010, -4.9987, 0.1732], [-2.1738, -3.7461, -1.6525], [-2.9380, -1.1177, -1.9853], [-1.1862, -1.5749, 1.8049], [0.9979, -0.7708, 1.9100], [1.0562, -1.3842, 0.2560], [5.8801, -1.0090, -0.2269], [3.3366, -1.1369, -0.8525], [4.7573, -5.0630, -0.9615]],
  "atomic_forces_ev_per_a": [[-0.2, 0.2, 0.2], [0.0, 0.2, 0.2], [0.0, 0.1, -0.1], [-0.1, 0.0, 0.1], [0.1, 0.0, 0.1], [0.0, 0.1, -0.1], [0.1, -0.2, -0.8], [0.0, 0.2, 0.1], [-0.1, 0.2, -0.1], [-0.1, 0.2, 0.2], [0.1, 0.0, 0.2], [0.0, 0.0, 0.0], [0.0, 0.0, 0.0], [0.0, 0.0, -0.1], [-0.1, -0.2, -0.1], [0.0, 0.0, 0.0], [0.0, 0.0, 0.0], [0.0, 0.0, 0.0], [-0.1, 0.0, 0.5], [0.2, 0.2, 0.1], [0.0, 0.1, 0.0], [0.0, 0.0, -0.1], [0.0, 0.0, 0.0], [0.1, 0.0, -0.1], [0.0, 0.0, 0.0], [0.0, 0.0, 0.0], [0.0, 0.0, 0.1], [0.0, 0.0, 0.0], [0.0, 0.0, 0.0], [-0.1, 0.0, 0.0], [-0.1, 0.0, 0.0], [0.0, 0.0, 0.0], [0.0, 0.0, 0.0], [0.0, 0.0, 0.0], [0.0, 0.0, 0.0], [0.0, 0.1, 0.0], [0.0, 0.0, 0.0], [-0.2, -0.2, -0.2], [0.6, 0.1, 0.2], [0.0, 0.2, -0.1], [0.0, -0.8, 0.2], [0.0, 0.0, 0.0], [0.0, 0.0, 0.0], [0.0, 0.0, 0.0], [0.1, 0.0, -0.1], [0.0, 0.1, 0.0], [0.0, 0.0, 0.0], [0.0, 0.1, 0.0], [0.1, 0.1, 0.0], [-0.1, 0.1, -0.1], [-0.2, -0.2, 0.0], [0.2, -0.1, 0.0], [0.2, -0.1, 0.0], [-0.7, 0.6, -0.1], [0.4, 0.2, 0.0], [0.2, -0.1, -0.1], [-0.2, -0.2, 0.1], [0.0, -0.1, 0.0], [-0.1, 0.0, 0.1], [0.1, -0.4, -0.3], [0.1, 0.0, 0.0], [0.1, 0.0, -0.1], [-0.1, -0.1, -0.1], [0.0, 0.0, 0.1], [-0.1, 0.0, 0.0], [-0.1, 0.0, 0.0], [0.0, 0.0, 0.1], [0.0, 0.0, 0.0], [0.0, -0.1, 0.1], [0.0, 0.0, 0.1], [0.1, 0.0, 0.0], [0.0, 0.1, 0.1], [0.0, 0.0, 0.0], [-0.1, 0.0, -0.1], [0.1, -0.4, -0.1], [0.0, -0.1, 0.0], [-0.1, 0.0, 0.1], [0.0, -0.1, 0.1], [0.0, 0.0, 0.0]]
}

[2]
{
  "formula": "C38H24N7S2Ti",
  "method": "the ωB97M-V functional and the def2-TZVPD basis",
  "homo_ev": [-13.130, -13.133],
  "s2": 0.754,
  "e_tot_ev": -95001.262,
  "total_charge": 2,
  "multiplicity": 2,
  "homo_lumo_gap_ev": [6.6, 6.6],
  "symbols": ["Ti", "C", "C", "C", "C", "N", "C", "N", "C", "N", "C", "N", "C", "C", "C", "C", "C", "N", "C", "C", "C", "C", "C", "C", "H", "H", "H", "H", "H", "H", "H", "H", "H", "H", "H", "H", "S", "C", "C", "C", "C", "C", "C", "N", "C", "C", "C", "C", "C", "C", "C", "C", "N", "C", "C", "C", "C", "C", "S", "C", "H", "H", "H", "H", "H", "H", "H", "H", "H", "H", "H", "H"],
  "positions_angstrom": [[0.6679, 0.9813, -0.1600], [1.2152, 3.2170, -3.6553], [0.0324, 3.9503, -3.9228], [-0.9372, 4.0250, -2.9331], [-0.7808, 3.2473, -1.7446], [0.3840, 2.5992, -1.5539], [1.3603, 2.6067, -2.4637], [-1.8052, 3.1952, -0.9147], [-1.7905, 2.6426, 0.2553], [-0.6032, 2.1140, 0.8623], [-0.8775, 1.7507, 2.1730], [-0.0830, 1.2646, 3.1267], [1.2770, 1.1595, 2.8434], [2.1348, 1.0882, 3.9565], [3.4821, 1.0261, 3.7567], [4.0240, 0.9275, 2.4535], [3.1257, 0.8848, 1.4111], [1.8055, 1.0194, 1.6054], [-2.3582, 1.8938, 2.3667], [-3.1546, 1.6018, 3.4281], [-4.5061, 1.7793, 3.2972], [-5.0162, 2.4296, 2.1359], [-4.2310, 2.8577, 1.0192], [-2.9051, 2.5360, 1.2063], [2.0284, 3.1439, -4.3310], [-0.1692, 4.4614, -4.8699], [-1.8581, 4.6720, -2.9456], [2.2883, 2.1767, -2.1648], [1.6918, 1.0676, 4.9152], [4.0732, 1.0489, 4.6835], [5.0527, 0.9073, 2.2805], [3.3497, 0.7752, 0.3572], [-2.6998, 1.0929, 4.3061], [-5.2091, 1.4527, 4.0330], [-6.0973, 2.5644, 2.0379], [-4.7027, 3.3469, 0.1850], [5.7070, -3.3795, -3.1162], [6.9164, -2.5407, -3.9848], [6.5353, -1.2760, -4.2409], [5.2146, -0.9786, -3.8031], [4.6569, -2.0529, -3.1266], [3.4043, -2.1266, -2.4016], [2.7717, -0.9068, -2.0314], [1.7386, -0.7933, -1.1980], [1.1694, -1.9717, -0.7490], [1.6990, -3.1925, -1.0847], [1.1887, -4.3716, -0.4354], [0.0265, -4.3901, 0.2210], [-0.7067, -3.1534, 0.3725], [-2.0166, -3.0950, 0.9332], [-2.6687, -1.8899, 1.0735], [-1.9977, -0.7673, 0.4833], [-0.8146, -0.7497, -0.0563], [-0.1662, -1.9509, -0.0739], [-4.1146, -1.7702, 1.5319], [-5.1128, -1.0221, 0.9552], [-6.3692, -1.2499, 1.5681], [-6.2999, -1.9651, 2.7370], [-4.7220, -2.5380, 2.9435], [2.8269, -3.2571, -1.9485], [7.8037, -3.0349, -4.3079], [7.1423, -0.6035, -4.7958], [4.7656, 0.0370, -3.9297], [3.2124, -0.0137, -2.4628], [1.6395, -5.3205, -0.6984], [-0.4308, -5.3098, 0.6064], [-2.5050, -4.0262, 1.1456], [-2.3947, 0.2220, 0.5681], [-5.0112, -0.4032, 0.0668], [-7.3259, -0.9250, 1.1298], [-7.1086, -2.4727, 3.2528], [3.1380, -4.2677, -2.1796]],
  "atomic_forces_ev_per_a": [[-0.6, 0.0, -0.4], [-0.6, 0.7, -0.7], [-0.6, 0.1, 0.5], [-0.4, 0.2, 0.4], [1.8, 0.8, -2.2], [-0.4, -1.5, 1.5], [-0.5, 0.6, -0.1], [-2.3, -0.7, 2.2], [1.6, 0.7, 0.1], [-0.4, -0.3, 0.0], [-0.5, -1.0, 1.4], [-0.7, 1.2, -2.7], [0.1, -0.5, 0.7], [-0.3, 0.0, -1.4], [0.6, -0.1, 0.4], [-1.7, 0.2, 0.3], [0.3, 0.2, 0.5], [-1.6, 0.2, -0.2], [0.2, 1.7, -1.4], [1.1, -1.6, 1.6], [-1.1, 1.3, -1.9], [-0.3, -0.1, -0.3], [-0.5, -1.1, 2.7], [1.5, -0.5, -0.3], [0.4, 0.2, -0.8], [0.5, -0.2, 0.3], [1.1, -0.9, -0.4], [0.6, -0.5, 0.0], [-0.3, 0.2, 0.9], [0.2, -0.1, -0.8], [1.4, -0.2, -0.2], [0.8, -0.1, 0.1], [-0.5, 0.5, -0.6], [-0.2, -0.1, 0.4], [0.3, 0.0, 0.3], [0.3, 0.0, -0.3], [0.6, -0.7, -0.1], [-0.5, -0.6, 0.4], [-0.8, 0.5, -0.3], [0.0, 0.5, 0.5], [0.1, 0.9, -0.7], [-0.1, 1.5, -0.1], [0.0, 0.0, 0.5], [-0.4, -0.4, -0.5], [-1.6, 0.9, 0.2], [1.0, -0.5, 0.5], [-0.1, -0.8, -1.4], [-0.9, 0.5, 0.5], [-0.7, 0.3, 0.5], [0.6, 0.2, -0.4], [-0.8, 0.5, -0.9], [-1.3, 0.5, 1.4], [1.6, -0.8, 0.3], [2.5, 0.1, -1.2], [1.1, 0.6, 0.0], [-0.1, -0.4, -0.4], [-0.9, 0.7, 0.2], [0.0, -0.6, -1.3], [0.9, -0.5, 0.4], [-1.3, -1.3, 1.1], [0.4, -0.2, 0.0], [0.3, 0.5, -0.3], [0.3, -1.2, 0.1], [-0.2, 0.2, 0.4], [0.3, 0.0, 0.2], [0.4, 0.4, -0.2], [-0.2, -0.3, 0.4], [-0.9, 0.1, 0.0], [0.1, -0.2, 0.1], [0.6, 0.0, 0.4], [0.1, 0.5, 0.2], [0.5, 0.1, -0.2]]
}

[3]
{
  "formula": "C38H25Cl3KN7OS3",
  "method": "the ωB97M-V functional and the def2-TZVPD basis",
  "homo_ev": -1.014,
  "de_lowest_ev": 0.000,
  "e_tot_ev": -138691.448,
  "total_charge": -2,
  "multiplicity": 1,
  "homo_lumo_gap_ev": 4.5,
  "symbols": ["K", "C", "C", "N", "C", "C", "C", "C", "C", "C", "C", "N", "C", "C", "C", "C", "C", "C", "C", "C", "N", "C", "H", "H", "H", "H", "H", "H", "H", "H", "H", "H", "H", "H", "S", "C", "C", "N", "C", "S", "C", "N", "Cl", "C", "C", "C", "C", "C", "C", "N", "C", "C", "N", "C", "O", "C", "C", "C", "Cl", "S", "C", "C", "C", "Cl", "C", "H", "H", "H", "H", "H", "H", "H", "H", "H", "H", "H", "H", "H"],
  "positions_angstrom": [[-1.5375, 0.3292, -0.4217], [-3.2828, 1.8756, 3.6609], [-2.4541, 1.0873, 2.8389], [-2.9084, 0.3395, 1.8656], [-4.2441, 0.3188, 1.6049], [-5.1557, 1.0847, 2.3711], [-4.6237, 1.8664, 3.4214], [-6.5379, 1.0832, 2.0654], [-6.9710, 0.3473, 0.9978], [-6.0925, -0.4264, 0.2248], [-4.7210, -0.4892, 0.4861], [-3.7906, -1.1315, -0.2632], [-4.0408, -2.1562, -1.0840], [-5.1243, -3.0531, -1.0260], [-5.2682, -4.1153, -1.9247], [-4.3670, -4.3583, -2.9306], [-3.2259, -3.5252, -3.0227], [-2.2208, -3.7280, -3.9955], [-1.1090, -2.9366, -4.0160], [-0.9935, -1.9264, -3.0428], [-1.9150, -1.6902, -2.1415], [-3.0363, -2.4551, -2.1111], [-2.8483, 2.4923, 4.4365], [-1.3766, 1.1010, 2.9789], [-5.2989, 2.4781, 4.0104], [-7.2178, 1.6877, 2.6540], [-8.0217, 0.3676, 0.7259], [-6.4801, -0.9533, -0.6352], [-5.8589, -2.9251, -0.2440], [-6.1307, -4.7669, -1.8201], [-4.4995, -5.1718, -3.6341], [-2.3470, -4.5295, -4.7166], [-0.3208, -3.0799, -4.7452], [-0.1011, -1.3059, -2.9996], [0.8678, 2.2538, 0.3504], [-0.0644, 3.6929, 0.7038], [0.4953, 4.5092, 1.7454], [1.0242, 5.1198, 2.5733], [-1.2195, 4.0963, 0.0850], [-2.0720, 3.3153, -1.2075], [-1.8020, 5.3394, 0.5453], [-2.2768, 6.3269, 0.9062], [5.4298, 5.7340, 1.8398], [5.2685, 4.0098, 1.6810], [4.0373, 3.4099, 1.8497], [3.9533, 2.0291, 1.7227], [5.0547, 1.2391, 1.4147], [4.9706, -0.2655, 1.2327], [3.9013, -0.9979, 2.0800], [2.7273, -1.4321, 1.3608], [2.6535, -2.5311, 0.5312], [1.3890, -2.5256, 0.0245], [0.6860, -1.4555, 0.5223], [1.5055, -0.8371, 1.3287], [4.8802, -0.6487, -0.1332], [3.9863, 0.1525, -0.9035], [3.6692, -0.5701, -2.1741], [2.7207, -0.1366, -3.0461], [1.7346, 1.2436, -2.8283], [2.5372, -1.1790, -4.3978], [3.7688, -2.2161, -3.8099], [4.2739, -1.7801, -2.6260], [6.2699, 1.8987, 1.2266], [7.7150, 1.0066, 0.7949], [6.3961, 3.2674, 1.3640], [3.1393, 3.9837, 2.0480], [2.9608, 1.6064, 1.8123], [5.9277, -0.6675, 1.5687], [3.5953, -0.3686, 2.9153], [4.3610, -1.8945, 2.4978], [3.4995, -3.1770, 0.3721], [0.9470, -3.2061, -0.6850], [1.2774, 0.0769, 1.8583], [4.4392, 1.1255, -1.1261], [3.0577, 0.3579, -0.3647], [4.0379, -3.0992, -4.3662], [5.0461, -2.2900, -2.0699], [7.3516, 3.7488, 1.2153]],
  "atomic_forces_ev_per_a": [[0.4, 0.2, 0.0], [0.0, 0.0, 0.0], [-0.1, 0.0, -0.1], [-0.3, 0.0, 0.2], [0.0, 0.0, 0.0], [0.0, 0.0, 0.0], [0.0, 0.0, 0.0], [0.0, 0.0, 0.0], [0.0, 0.0, 0.0], [0.0, 0.0, 0.0], [0.0, -0.1, 0.0], [-0.1, 0.0, 0.0], [0.0, 0.0, 0.1], [0.0, 0.0, -0.1], [0.0, 0.0, 0.0], [0.0, 0.0, 0.0], [0.0, 0.0, 0.0], [0.0, 0.0, 0.0], [0.1, 0.0, 0.0], [0.0, 0.0, 0.1], [-0.1, -0.3, -0.3], [0.1, 0.0, 0.1], [0.0, 0.0, 0.0], [0.0, 0.0, 0.0], [0.0, 0.0, 0.0], [0.0, 0.0, 0.0], [0.0, 0.0, 0.0], [0.0, 0.0, 0.0], [0.0, 0.0, 0.0], [0.0, 0.0, 0.0], [0.0, 0.0, 0.0], [0.0, 0.0, 0.0], [0.0, 0.0, 0.0], [-0.1, 0.0, 0.0], [-0.1, 0.1, 0.1], [0.1, 0.1, 0.1], [0.0, -0.1, -0.2], [0.0, 0.0, 0.1], [-0.1, 0.1, -0.1], [0.1, 0.2, 0.1], [0.1, -0.1, 0.0], [0.0, 0.0, 0.0], [0.0, 0.0, 0.0], [0.0, 0.0, 0.0], [0.0, -0.1, 0.0], [0.1, 0.0, 0.0], [0.0, -0.1, 0.1], [0.1, 0.0, -0.1], [-0.1, 0.0, 0.1], [0.0, -0.1, 0.1], [0.0, 0.1, 0.0], [0.0, 0.1, 0.0], [-0.2, -0.1, -0.1], [0.1, 0.1, -0.1], [0.1, 0.2, 0.0], [0.0, -0.1, -0.1], [0.0, -0.1, 0.0], [-0.1, 0.1, 0.0], [0.0, -0.1, -0.1], [0.0, 0.0, -0.1], [0.0, -0.1, 0.0], [0.0, 0.1, 0.0], [0.0, 0.0, 0.0], [0.0, 0.0, 0.0], [0.0, 0.0, 0.0], [0.0, 0.0, 0.0], [0.0, 0.0, 0.0], [0.0, 0.0, -0.1], [-0.1, 0.0, 0.0], [0.0, 0.0, 0.0], [0.0, 0.0, 0.0], [0.0, 0.0, 0.0], [0.0, 0.0, 0.0], [0.0, 0.0, 0.0], [0.0, 0.0, 0.0], [0.0, 0.0, 0.0], [0.0, 0.0, 0.0], [0.0, 0.0, 0.0]]
}